{"formula": "C48H108O24P4", "method": "ωB97M-V/def2-TZVPD", "homo_lumo_gap_ev": 9.69, "smiles": "CCOP(=O)(OCC)OCC.CCOP(=O)(OCC)OCC.CCOP(=O)(OCC)OCC.CCOP(=O)(OCC)OCC.CC(C)=O.CC(C)=O.CC(C)=O.CC(C)=O.CC(C)=O.CC(C)=O.CC(C)=O.CC(C)=O", "elements": ["C", "C", "O", "P", "O", "O", "C", "C", "O", "C", "C", "H", "H", "H", "H", "H", "H", "H", "H", "H", "H", "H", "H", "H", "H", "H", "C", "C", "O", "P", "O", "O", "C", "C", "O", "C", "C", "H", "H", "H", "H", "H", "H", "H", "H", "H", "H", "H", "H", "H", "H", "H", "C", "C", "O", "P", "O", "O", "C", "C", "O", "C", "C", "H", "H", "H", "H", "H", "H", "H", "H", "H", "H", "H", "H", "H", "H", "H", "C", "C", "O", "P", "O", "O", "C", "C", "O", "C", "C", "H", "H", "H", "H", "H", "H", "H", "H", "H", "H", "H", "H", "H", "H", "H", "C", "C", "C", "O", "H", "H", "H", "H", "H", "H", "C", "C", "C", "O", "H", "H", "H", "H", "H", "H", "C", "C", "C", "O", "H", "H", "H", "H", "H", "H", "C", "C", "C", "O", "H", "H", "H", "H", "H", "H", "C", "C", "C", "O", "H", "H", "H", "H", "H", "H", "C", "C", "C", "O", "H", "H", "H", "H", "H", "H", "C", "C", "C", "O", "H", "H", "H", "H", "H", "H", "C", "C", "C", "O", "H", "H", "H", "H", "H", "H"], "positions_angstrom": [[6.95, -11.38, 23.28], [8.11, -12.04, 23.94], [8.13, -11.61, 25.34], [8.42, -12.58, 26.51], [8.50, -14.02, 26.16], [7.36, -12.02, 27.57], [6.09, -12.61, 27.69], [5.16, -11.56, 28.17], [9.79, -12.00, 27.12], [10.03, -10.65, 27.63], [11.16, -9.98, 26.83], [6.76, -11.83, 22.32], [6.04, -11.41, 23.90], [7.22, -10.31, 23.15], [8.02, -13.15, 23.98], [9.02, -11.77, 23.38], [5.71, -12.96, 26.72], [6.12, -13.52, 28.38], [5.37, -11.46, 29.21], [5.42, -10.59, 27.86], [4.14, -11.76, 27.99], [9.15, -10.08, 27.42], [10.19, -10.88, 28.71], [12.14, -10.48, 26.98], [10.97, -9.90, 25.75], [11.21, -8.92, 27.16], [11.62, -6.47, 24.96], [10.49, -6.91, 24.03], [9.43, -5.96, 24.08], [7.95, -6.39, 23.71], [6.90, -5.55, 24.26], [8.09, -6.18, 22.18], [6.97, -6.04, 21.26], [6.99, -7.13, 20.16], [7.70, -7.93, 23.83], [7.26, -8.36, 25.16], [5.80, -8.14, 25.30], [12.03, -5.50, 24.76], [11.26, -6.54, 26.02], [12.45, -7.13, 24.70], [10.84, -7.09, 22.98], [10.12, -7.86, 24.35], [6.00, -5.90, 21.79], [7.13, -5.03, 20.85], [6.52, -6.77, 19.20], [8.04, -7.31, 19.89], [6.50, -8.10, 20.43], [7.49, -9.39, 25.26], [7.74, -7.83, 25.95], [5.43, -8.70, 26.22], [5.49, -7.12, 25.46], [5.27, -8.56, 24.45], [16.78, -18.17, 14.02], [16.02, -17.25, 14.99], [16.91, -17.05, 16.19], [16.59, -15.87, 17.23], [15.91, -14.71, 16.70], [15.78, -16.61, 18.41], [14.74, -15.86, 19.06], [14.07, -16.77, 20.05], [17.99, -15.56, 17.84], [18.97, -16.60, 18.16], [20.24, -15.99, 18.77], [17.15, -19.02, 14.60], [16.07, -18.57, 13.27], [17.61, -17.66, 13.56], [15.79, -16.20, 14.74], [15.10, -17.76, 15.32], [15.32, -15.05, 19.49], [13.95, -15.49, 18.39], [13.59, -17.61, 19.51], [14.85, -17.17, 20.74], [13.38, -16.21, 20.66], [18.57, -17.29, 18.94], [19.15, -17.10, 17.25], [20.07, -15.40, 19.69], [20.96, -16.79, 18.91], [20.69, -15.32, 18.08], [18.65, -11.91, 20.54], [17.71, -11.78, 21.75], [17.44, -13.18, 22.12], [17.33, -13.84, 23.55], [16.45, -13.23, 24.58], [17.07, -15.34, 23.17], [17.85, -15.98, 22.18], [17.82, -17.53, 22.32], [18.90, -13.70, 23.94], [19.09, -14.11, 25.28], [19.47, -12.88, 26.21], [19.06, -10.97, 20.24], [19.53, -12.52, 20.80], [18.10, -12.46, 19.80], [18.17, -11.28, 22.61], [16.82, -11.25, 21.53], [17.45, -15.69, 21.23], [18.88, -15.65, 22.31], [16.77, -17.84, 22.08], [18.53, -17.97, 21.63], [17.98, -17.88, 23.36], [18.22, -14.57, 25.71], [19.91, -14.85, 25.29], [18.76, -12.03, 26.19], [19.68, -13.29, 27.20], [20.45, -12.51, 25.86], [10.94, -16.36, 24.95], [11.90, -15.19, 24.85], [12.50, -14.49, 26.14], [12.20, -14.79, 23.74], [10.37, -16.38, 24.02], [10.25, -16.33, 25.78], [11.49, -17.35, 25.12], [11.75, -14.13, 26.80], [13.18, -13.71, 25.84], [13.01, -15.28, 26.65], [15.04, -11.15, 18.77], [14.36, -10.61, 17.51], [14.35, -11.45, 16.27], [13.79, -9.53, 17.52], [15.97, -11.72, 18.62], [14.34, -11.81, 19.28], [15.26, -10.29, 19.39], [15.39, -11.52, 15.94], [13.76, -10.98, 15.46], [13.99, -12.49, 16.48], [8.99, -13.56, 20.69], [9.25, -14.94, 21.33], [10.47, -15.61, 20.83], [8.56, -15.30, 22.20], [9.53, -12.78, 21.27], [7.94, -13.35, 20.87], [9.21, -13.49, 19.60], [10.60, -16.60, 21.27], [11.31, -14.88, 21.05], [10.35, -15.48, 19.75], [13.07, -8.53, 21.41], [14.42, -8.25, 22.07], [14.57, -6.90, 22.70], [15.34, -9.03, 22.06], [12.18, -8.57, 22.07], [13.16, -9.47, 20.94], [12.93, -7.74, 20.65], [15.50, -6.81, 23.29], [13.75, -6.91, 23.46], [14.30, -6.05, 22.10], [12.41, -4.72, 18.85], [11.80, -4.80, 20.18], [10.68, -3.79, 20.38], [12.16, -5.57, 21.02], [13.22, -5.41, 18.74], [12.87, -3.73, 18.70], [11.65, -4.76, 18.02], [10.32, -3.41, 19.44], [10.96, -2.93, 20.98], [9.87, -4.34, 20.81], [16.09, -9.93, 25.35], [15.06, -10.84, 26.03], [15.51, -11.74, 27.20], [13.92, -10.79, 25.72], [15.70, -8.94, 25.11], [16.47, -10.40, 24.47], [16.92, -9.73, 26.07], [14.61, -11.84, 27.87], [16.30, -11.31, 27.78], [15.79, -12.70, 26.81], [11.79, -11.69, 22.84], [12.74, -12.25, 21.82], [14.04, -12.72, 22.40], [12.58, -12.23, 20.64], [11.26, -12.55, 23.30], [11.05, -10.98, 22.46], [12.32, -11.26, 23.72], [13.92, -13.28, 23.29], [14.56, -11.84, 22.66], [14.55, -13.36, 21.74], [10.17, -10.21, 19.25], [9.30, -11.00, 18.26], [10.08, -12.00, 17.42], [8.09, -10.92, 18.29], [9.86, -9.15, 19.18], [11.28, -10.34, 19.21], [10.00, -10.62, 20.26], [9.35, -12.80, 17.15], [10.88, -12.49, 17.91], [10.30, -11.53, 16.45]]}


{"formula": "C5H10O", "method": "ωB97M-V/def2-TZVPD", "homo_lumo_gap_ev": 9.90, "relative_energy_kj_mol": 358.7, "elements": ["O", "C", "C", "C", "C", "C", "H", "H", "H", "H", "H", "H", "H", "H", "H", "H"], "positions_angstrom": [[-2.41, 0.40, 0.02], [-1.19, 0.52, -0.48], [-0.33, -1.27, -0.27], [0.93, -0.85, 0.47], [1.21, 0.60, 0.08], [-0.12, 1.32, 0.24], [-1.58, -0.64, 0.00], [-1.09, 0.56, -1.58], [-0.84, -2.12, 0.21], [-0.16, -1.54, -1.32], [1.79, -1.50, 0.24], [0.77, -0.92, 1.55], [2.00, 1.06, 0.69], [1.54, 0.65, -0.97], [-0.42, 1.38, 1.29], [-0.12, 2.34, -0.17]]}


{"formula": "C5H11ClFNS", "method": "ωB97M-V/def2-TZVPD", "homo_lumo_gap_ev": 8.72, "relative_energy_kj_mol": 239.4, "elements": ["C", "C", "C", "C", "C", "H", "H", "H", "H", "H", "H", "H", "H", "H", "H", "H", "N", "F", "S", "Cl"], "positions_angstrom": [[1.98, -1.50, 0.84], [0.92, -2.04, 1.80], [-1.91, 1.49, -0.83], [-1.27, 0.20, -1.33], [-0.49, 1.92, -0.42], [0.74, 0.37, 0.08], [2.69, -0.86, 1.38], [2.54, -2.35, 0.44], [1.39, -2.65, 2.57], [0.17, -2.62, 1.26], [-2.33, 2.11, -1.64], [-1.37, -0.61, -0.59], [-1.56, -0.18, -2.31], [0.35, 1.18, -2.16], [-0.17, 2.93, -0.68], [-0.31, 1.74, 0.64], [0.08, 0.82, -1.25], [-2.84, 1.39, 0.17], [1.32, -0.63, -0.61], [0.06, -0.72, 2.65]]}


{"formula": "C7H16N2", "method": "ωB97M-V/def2-TZVPD", "homo_lumo_gap_ev": 10.06, "relative_energy_kj_mol": 33.2, "smiles": "[H]/N=C(\\N)C(C)(C)CCC", "elements": ["H", "N", "C", "N", "C", "C", "C", "C", "C", "C", "H", "H", "H", "H", "H", "H", "H", "H", "H", "H", "H", "H", "H", "H", "H"], "positions_angstrom": [[3.49, 1.25, 0.25], [2.47, 1.18, 0.26], [2.00, 0.05, -0.07], [2.81, -1.03, -0.30], [0.42, -0.21, 0.03], [-0.01, -1.16, -1.10], [0.18, -0.87, 1.39], [-0.24, 1.15, -0.11], [-1.71, 1.27, 0.46], [-2.81, 0.58, -0.35], [2.44, -1.85, -0.75], [3.80, -0.89, -0.39], [0.38, -2.16, -0.94], [-1.08, -1.27, -1.14], [0.36, -0.79, -2.06], [0.55, -0.22, 2.18], [0.71, -1.81, 1.48], [-0.87, -1.05, 1.58], [0.36, 1.88, 0.42], [-0.27, 1.42, -1.17], [-1.92, 2.34, 0.48], [-1.75, 0.93, 1.49], [-2.79, -0.50, -0.22], [-2.71, 0.82, -1.41], [-3.79, 0.92, -0.02]]}